Molecular formula: C2H3OPr
Method: DFT, wB97M-V/def2-TZVPD

E_HOMO (spin up / spin down) ... -22.8 / -25.6 eV
Charge ... +3
Spin multiplicity ... 4

Structure (XYZ):
```
7
Properties=species:S:1:pos:R:3:forces:R:3
O -0.609 0.711 -0.610 -2.7341 -2.2403 1.3612
Pr -0.004 2.975 0.054 0.2909 1.9885 0.5267
H -1.145 0.625 -1.416 -0.1322 -0.4402 -1.1434
C 0.473 -1.097 0.477 -3.0118 -2.0853 0.4705
C -0.616 -0.434 0.159 5.4394 2.7838 -1.3641
H 0.423 -2.122 0.843 0.1380 -0.3923 0.2632
H 1.477 -0.658 0.493 0.0098 0.3858 -0.1141
```
Positions in Å, forces in eV/Å.

---

Molecular formula: C2H4NPS
Method: DFT, wB97M-V/def2-TZVPD

E_HOMO (spin up / spin down) ... -9.6 / -8.0 eV

Structure (XYZ):
```
9
Properties=species:S:1:pos:R:3:forces:R:3
C -1.152 0.923 0.015 1.3063 -3.1138 -0.1557
C 1.156 0.130 0.036 -1.1632 0.1395 -1.7148
N -0.811 -1.911 0.971 -0.9067 -1.4352 0.9326
P -0.485 -0.863 -0.094 1.5123 3.8994 -3.1792
S 0.299 1.710 0.353 0.2401 0.1519 -0.3507
H -2.108 1.123 0.363 -1.5804 0.9506 0.4731
H 1.784 -0.024 0.843 0.9737 -0.8438 1.8770
H 1.792 0.072 -0.848 -0.2235 0.3627 -0.2145
H -0.475 -1.160 -1.640 -0.1586 -0.1113 2.3323
```
Positions in Å, forces in eV/Å.

---

Molecular formula: C17H16BF4N4OPt
Method: DFT, wB97M-V/def2-TZVPD

E_HOMO ... -12.0 eV
Charge ... +1

Structure (XYZ):
```
44
Properties=species:S:1:pos:R:3:forces:R:3
Pt -0.173 -0.168 -0.394 0.6489 0.7131 -2.3049
C 3.190 -2.629 -1.380 0.8641 0.4617 0.1717
C 4.258 -1.840 -0.924 -0.6974 -0.7324 -0.3294
C 4.003 -0.576 -0.450 -0.6866 0.8142 0.0097
C 2.692 -0.081 -0.441 0.2551 -2.1401 -0.7845
N 1.662 -0.881 -0.882 0.9602 -0.5365 0.9787
C 1.919 -2.109 -1.348 -0.0843 0.1988 0.0108
C 2.288 1.247 -0.061 -1.3652 1.3259 0.5712
C 3.085 2.359 0.193 -0.1169 -0.2228 0.0149
C 2.481 3.585 0.431 -0.3809 -0.1871 -0.1127
C 1.095 3.717 0.379 0.1995 -0.2006 0.0397
C 0.320 2.591 0.152 1.3368 -0.7714 0.1851
N 0.934 1.391 -0.022 0.4658 0.4946 -0.5790
C -1.118 2.495 0.057 -1.8555 -0.2113 -0.1933
C -2.027 3.504 0.388 0.8724 -0.2969 -0.2769
C -3.379 3.272 0.267 -0.4026 -0.7037 -0.2010
C -3.820 2.017 -0.167 0.1283 0.7333 0.1327
C -2.886 1.059 -0.494 -0.0256 0.1146 -0.0141
N -1.577 1.287 -0.390 -0.6267 0.3025 1.0936
H 3.351 -3.629 -1.745 0.0421 -0.0867 -0.0931
H 5.264 -2.222 -0.959 0.1258 -0.0468 0.0829
H 4.805 0.048 -0.092 0.1157 0.0864 0.0376
H 1.078 -2.679 -1.725 -0.0730 0.1125 0.2080
H 4.160 2.279 0.187 0.0655 -0.0548 -0.0088
H 3.089 4.452 0.629 0.0826 0.0922 0.0046
H 0.637 4.683 0.504 -0.0844 0.0928 0.0523
H -1.658 4.454 0.740 0.0140 0.1062 0.0460
H -4.093 4.046 0.508 -0.0063 0.0163 0.0789
H -4.871 1.787 -0.231 -0.0854 0.0053 -0.0780
H -3.180 0.080 -0.850 0.1261 -0.0136 0.1204
C -2.794 -3.705 -1.191 -0.0103 0.1618 -0.0294
C -1.738 -2.910 -0.483 0.0181 -0.5524 0.2176
N -1.218 -3.421 0.618 0.1414 -0.0069 0.1949
O -1.384 -1.823 -0.979 0.2734 0.9564 -0.3511
H -2.781 -4.755 -0.911 0.0095 -0.0156 0.0186
H -2.673 -3.602 -2.268 0.0077 0.0052 0.0712
H -3.759 -3.280 -0.916 -0.0911 -0.0191 -0.0288
H -1.609 -4.251 1.033 0.0116 0.0205 -0.1498
H -0.584 -2.871 1.187 0.0519 0.2323 0.0443
F -0.276 0.756 2.318 0.3112 1.1748 0.4934
B -0.607 -0.569 2.483 -0.0866 -0.2543 -1.1077
F 0.433 -1.338 1.846 0.6115 -0.6858 0.4169
F -1.729 -0.811 1.645 -0.9187 -0.1872 0.2477
F -0.808 -0.959 3.740 -0.1417 -0.2955 1.0991
```
Positions in Å, forces in eV/Å.

---

Molecular formula: C28H26AuN11S2
Method: DFT, wB97M-V/def2-TZVPD

E_HOMO (spin up / spin down) ... -12.4 / -12.4 eV
Charge ... +2

Structure (XYZ):
```
68
Properties=species:S:1:pos:R:3:forces:R:3
Au 1.052 -0.969 -1.663 0.0022 0.3658 -0.0039
S 0.859 -2.789 -3.015 0.1755 -0.2463 -0.1486
C -0.091 -3.716 -1.853 -0.1165 -0.1874 -0.0485
N -0.320 -5.047 -1.958 -0.0160 0.1893 0.1084
N 0.274 -5.709 -2.839 0.0561 -0.0256 -0.1093
C 0.110 -7.108 -3.003 0.0075 0.0519 -0.0069
C -0.734 -7.829 -2.168 0.0038 -0.0305 -0.0140
C -0.857 -9.188 -2.387 -0.0134 0.0231 0.0234
C -0.150 -9.805 -3.415 0.0087 -0.0124 -0.0143
C 0.689 -9.066 -4.237 0.0055 0.0282 0.0062
C 0.825 -7.703 -4.034 -0.0119 -0.0369 0.0018
N -0.660 -3.164 -0.803 0.0816 0.1875 0.1533
N -0.244 -1.984 -0.504 -0.2802 -0.1554 0.0261
C -0.945 -1.166 0.409 0.2231 -0.0228 -0.0426
C -0.085 -0.035 0.881 -0.0597 -0.0367 0.0037
C -0.776 0.988 1.845 -0.0274 -0.0117 -0.0179
C -2.188 0.651 2.210 -0.0253 0.0310 -0.0040
C -2.813 -0.443 1.770 0.0051 -0.0405 -0.0349
C -2.199 -1.361 0.820 -0.0694 0.0665 0.0610
H 0.940 -5.249 -3.470 -0.0176 -0.0267 0.0102
H -1.275 -7.336 -1.374 -0.0013 0.0003 0.0007
H -1.507 -9.773 -1.752 0.0001 -0.0038 -0.0004
H -0.255 -10.869 -3.574 -0.0009 -0.0018 -0.0004
H 1.237 -9.548 -5.034 0.0006 -0.0034 -0.0016
H 1.476 -7.114 -4.670 0.0011 0.0054 0.0003
H 1.423 1.047 -0.060 0.0092 -0.0364 0.1044
H 0.478 2.673 1.474 -0.0127 -0.0193 0.0202
H -2.691 1.335 2.884 -0.0025 -0.0044 0.0099
H -3.822 -0.657 2.095 -0.0021 0.0004 0.0038
H -2.766 -2.202 0.444 0.0060 -0.0099 0.0035
C 4.474 4.581 -1.245 -0.0026 -0.0003 0.0127
C 4.058 3.475 -2.136 -0.0284 0.0305 0.0575
N 4.130 3.464 -3.426 0.0179 0.0262 -0.0692
N 3.632 2.257 -3.790 -0.0300 0.0306 0.0397
C 3.254 1.501 -2.766 -0.1370 0.0187 -0.0126
S 2.807 -0.145 -3.015 0.0572 -0.0406 0.1087
N 3.509 2.280 -1.685 0.1066 -0.0711 -0.1126
N 3.317 1.909 -0.354 -0.1506 0.0262 0.0053
H 4.873 5.385 -1.857 0.0010 -0.0021 -0.0040
H 5.248 4.254 -0.548 -0.0039 0.0032 0.0028
H 3.629 4.969 -0.674 0.0050 0.0043 0.0003
H 3.593 2.000 -4.766 -0.0067 -0.0086 0.0062
H 2.980 2.727 0.147 0.0620 -0.0027 0.0284
H 4.207 1.631 0.052 -0.0158 -0.0630 -0.0204
N -2.428 4.113 1.918 0.0425 0.0178 0.0986
C -2.801 4.805 3.063 -0.1033 0.0447 -0.0410
C -3.852 5.680 3.325 0.0071 0.0139 0.0326
C -3.917 6.190 4.605 -0.0110 0.0026 -0.0174
C -2.973 5.846 5.588 -0.0019 -0.0065 -0.0192
C -1.935 4.980 5.317 -0.0083 -0.0069 -0.0396
C -1.855 4.454 4.028 0.0543 -0.0361 0.0385
N -0.929 3.570 3.480 0.0193 0.0296 0.0023
C -1.304 3.409 2.248 0.0249 -0.0634 -0.0932
C -0.589 2.447 1.350 0.0097 -0.0209 0.0341
C 0.244 0.508 2.863 0.0113 0.0695 -0.0052
C 0.863 -0.324 2.022 0.0023 -0.0520 -0.0089
N 0.543 0.604 -0.335 0.1901 -0.0352 -0.0986
C -0.346 1.605 -0.926 -0.0400 0.0771 -0.0036
C -0.902 2.497 -0.119 0.0153 -0.0006 -0.0168
H -2.905 4.136 1.035 -0.0165 -0.0143 -0.0012
H -4.580 5.949 2.572 -0.0029 0.0013 -0.0018
H -4.715 6.873 4.860 0.0002 0.0000 0.0018
H -3.067 6.274 6.576 -0.0024 0.0027 0.0024
H -1.205 4.714 6.069 0.0056 -0.0043 0.0001
H 0.353 0.758 3.909 0.0070 -0.0089 0.0070
H 1.671 -1.037 2.122 -0.0012 -0.0108 0.0072
H -0.509 1.549 -1.992 -0.0056 0.0109 0.0011
H -1.559 3.248 -0.539 0.0000 0.0007 -0.0113
```
Positions in Å, forces in eV/Å.

---

The evaluated ΔE to the lowest compared entry with this formula, charge and spin for the records listed, in turn: 0.0 115.9 6.9 0.0 kcal/mol.